Record 1
DFT (the ωB97M-V functional and the def2-TZVPD basis) results for a single C22H32N2O3 molecule.

Geometry (Å):
C 1.01 -0.32 -3.55
H 0.51 -1.26 -3.75
H 1.93 -0.27 -4.14
H 1.28 -0.28 -2.50
C 0.08 0.85 -3.93
N -1.22 0.67 -3.32
C -1.36 0.87 -1.91
H -2.09 0.14 -1.52
C -1.84 2.27 -1.45
N -1.83 2.36 -0.01
C -2.89 2.02 0.74
O -4.00 1.81 0.31
C -2.58 1.95 2.24
O -1.23 1.73 2.55
C -0.67 0.51 2.22
C 0.65 0.35 2.60
C 1.29 -0.85 2.28
C 0.59 -1.86 1.59
C -0.73 -1.69 1.21
C -1.36 -0.50 1.54
H -2.39 -0.37 1.25
H -1.26 -2.47 0.68
O 1.39 -2.93 1.38
C 2.59 -2.62 1.94
C 2.60 -1.39 2.50
C 3.79 -0.80 3.18
C 4.79 -1.92 3.49
C 5.01 -2.81 2.27
H 5.30 -2.19 1.42
H 5.81 -3.52 2.46
C 3.73 -3.58 1.91
H 3.55 -4.38 2.64
H 3.81 -4.04 0.93
H 4.40 -2.53 4.31
H 5.74 -1.49 3.81
H 4.26 -0.06 2.53
H 3.49 -0.30 4.10
H 1.16 1.14 3.12
H -2.81 2.93 2.68
H -3.24 1.21 2.71
H -0.93 2.43 0.45
H -1.19 3.05 -1.85
H -2.86 2.44 -1.78
H -0.40 0.65 -1.43
C -2.41 0.80 -4.13
C -2.52 -0.36 -5.12
H -1.75 -0.29 -5.89
H -3.49 -0.35 -5.61
H -2.39 -1.31 -4.60
C -2.54 2.14 -4.87
H -1.75 2.25 -5.61
H -3.50 2.19 -5.38
H -2.48 2.97 -4.17
H -3.25 0.72 -3.44
H -0.08 0.80 -5.01
C 0.77 2.18 -3.62
H 0.13 3.02 -3.89
H 1.02 2.26 -2.56
H 1.69 2.26 -4.19

Summary:
structure (SMILES) = CC(C)N(CCNC(=O)COc1ccc2oc3c(c2c1)CCCC3)C(C)C
DFT total energy = -32456.578 eV

Record 2
DFT (the ωB97M-V functional and the def2-TZVPD basis) results for a single C22H32N2O4 molecule.

Geometry (Å):
C -4.33 -4.64 -0.08
H -4.85 -4.16 0.76
O -3.71 -3.68 -0.90
C -2.73 -2.90 -0.38
C -2.13 -1.99 -1.25
C -1.14 -1.14 -0.82
C -0.71 -1.17 0.51
C -1.30 -2.08 1.37
C -2.30 -2.93 0.95
H -2.73 -3.62 1.65
H -0.97 -2.12 2.40
C 0.39 -0.25 1.00
N 1.65 -0.95 0.98
C 2.14 -1.54 -0.25
C 3.04 -0.62 -1.08
H 2.50 0.26 -1.42
H 3.42 -1.16 -1.95
C 4.21 -0.13 -0.22
C 3.65 0.55 1.03
C 2.73 -0.42 1.78
H 2.32 0.06 2.67
H 3.34 -1.28 2.10
H 3.10 1.43 0.70
H 4.47 0.86 1.68
O 5.05 -1.22 0.17
C 6.28 -1.10 -0.51
H 6.26 -1.68 -1.44
C 6.36 0.40 -0.80
H 6.79 0.95 0.05
O 5.01 0.75 -0.99
H 6.91 0.64 -1.71
H 7.07 -1.47 0.15
H 1.29 -1.87 -0.85
H 2.72 -2.42 0.03
C 0.25 1.12 0.28
O 1.11 1.67 -0.38
N -0.96 1.66 0.50
H -1.66 1.11 0.97
C -1.42 2.88 -0.14
C -2.12 2.59 -1.47
C -3.45 1.86 -1.25
C -4.36 2.69 -0.35
C -3.68 2.95 1.00
C -2.34 3.66 0.80
H -1.85 3.80 1.76
H -2.52 4.65 0.37
H -4.33 3.57 1.62
H -3.53 2.01 1.52
H -5.30 2.17 -0.19
H -4.58 3.64 -0.83
H -3.93 1.70 -2.21
H -3.27 0.88 -0.80
H -2.30 3.53 -1.98
H -1.46 1.99 -2.09
H -0.51 3.46 -0.34
H 0.20 -0.03 2.06
H -0.69 -0.45 -1.51
H -2.47 -1.97 -2.28
H -3.60 -5.36 0.31
H -5.05 -5.15 -0.71

Summary:
structure (SMILES) = COc1ccc([C@H](C(=O)NC2CCCCC2)N2CCC3(CC2)OCCO3)cc1
DFT total energy = -34503.859 eV

Record 3
DFT (the ωB97M-V functional and the def2-TZVPD basis) results for a single C22H32N4O4S molecule.

Geometry (Å):
C 2.52 6.28 2.56
N 2.51 5.77 1.22
S 3.62 4.56 0.93
O 3.52 4.21 -0.46
O 4.88 5.00 1.45
C 3.06 3.18 1.93
C 2.03 2.38 1.50
C 1.56 1.34 2.30
C 2.16 1.10 3.56
C 3.20 1.94 3.98
C 3.64 2.97 3.17
H 4.45 3.61 3.48
H 3.68 1.78 4.93
N 1.70 0.06 4.33
C 0.70 -0.71 3.88
C 0.05 -0.55 2.70
C 0.43 0.53 1.80
O -0.11 0.78 0.73
C -1.03 -1.55 2.40
O -1.24 -2.48 3.16
N -1.72 -1.31 1.27
C -2.72 -2.21 0.77
C -2.29 -2.85 -0.55
H -1.34 -3.37 -0.39
H -3.04 -3.59 -0.85
C -2.15 -1.82 -1.68
N -2.09 -2.46 -2.98
C -2.53 -1.62 -4.09
C -3.53 -2.38 -4.96
C -2.89 -3.46 -5.83
H -3.69 -4.02 -6.33
C -2.01 -4.43 -5.05
C -0.71 -3.79 -4.57
H 0.07 -4.55 -4.50
H -0.37 -3.07 -5.33
C -0.82 -3.11 -3.21
H -0.71 -3.88 -2.43
H 0.03 -2.40 -3.09
H -2.56 -4.81 -4.18
H -1.77 -5.28 -5.70
H -2.29 -2.98 -6.61
H -4.06 -1.67 -5.60
H -4.26 -2.84 -4.29
H -3.03 -0.73 -3.69
H -1.68 -1.27 -4.69
H -1.27 -1.18 -1.50
H -3.04 -1.19 -1.66
H -2.88 -2.97 1.53
H -3.66 -1.65 0.62
H -1.42 -0.53 0.70
H 0.39 -1.53 4.51
C 2.30 -0.21 5.62
H 2.18 0.64 6.29
H 1.81 -1.07 6.06
H 3.36 -0.44 5.51
H 1.59 2.52 0.52
C 1.20 5.56 0.64
H 1.35 5.11 -0.34
H 0.70 6.52 0.53
H 0.58 4.90 1.26
H 2.08 7.28 2.57
H 1.96 5.64 3.26
H 3.56 6.34 2.87

Summary:
structure (SMILES) = CN(C)S(=O)(=O)c1ccc2c(c1)c(=O)c(C(=O)NCCCN1CCCCCC1)cn2C
DFT total energy = -48319.595 eV

Record 4
DFT (the ωB97M-V functional and the def2-TZVPD basis) results for a single C22H32N6O molecule.

Geometry (Å):
C 5.37 1.40 -0.28
H 6.29 0.83 -0.33
H 5.19 1.69 0.76
H 5.50 2.30 -0.87
C 4.17 0.62 -0.81
N 3.74 -0.41 0.11
C 2.41 -0.83 0.03
C 1.59 -0.57 -1.07
C 0.25 -0.91 -1.08
C -0.32 -1.54 0.02
C 0.49 -1.83 1.11
C 1.82 -1.48 1.12
H 2.41 -1.70 2.00
H 0.06 -2.32 1.98
N -1.67 -1.90 0.08
C -2.63 -1.75 -0.86
O -2.44 -1.33 -1.99
C -4.02 -2.22 -0.42
N -4.98 -1.17 -0.12
C -5.04 -0.09 -1.09
C -4.24 1.16 -0.65
N -3.26 0.81 0.36
C -2.01 1.30 0.32
N -1.25 1.09 1.41
C -0.01 1.56 1.39
C 0.49 2.22 0.27
C -0.37 2.38 -0.82
N -1.61 1.93 -0.78
C 0.08 3.05 -2.08
H 0.74 2.38 -2.62
H 0.61 3.97 -1.85
H -0.79 3.26 -2.70
H 1.49 2.61 0.26
C 0.81 1.38 2.62
H 1.80 1.02 2.36
H 0.92 2.34 3.13
H 0.32 0.68 3.29
C -3.77 0.22 1.57
H -4.06 1.00 2.29
C -4.99 -0.66 1.23
H -5.06 -1.50 1.93
H -5.91 -0.07 1.33
H -2.96 -0.36 2.02
H -4.92 1.91 -0.24
H -3.70 1.59 -1.49
H -4.65 -0.47 -2.04
H -6.09 0.18 -1.23
H -4.44 -2.79 -1.26
H -3.96 -2.88 0.44
H -1.95 -2.27 0.98
H -0.35 -0.69 -1.94
H 2.00 -0.09 -1.95
C 4.72 -1.42 0.45
C 5.05 -2.37 -0.70
H 5.73 -3.15 -0.36
H 5.53 -1.84 -1.52
H 4.14 -2.84 -1.07
H 4.34 -2.01 1.29
H 5.63 -0.92 0.79
H 3.34 1.31 -0.93
H 4.42 0.21 -1.81

Summary:
structure (SMILES) = CCN(CC)c1ccc(NC(=O)CN2CCN(c3nc(C)cc(C)n3)CC2)cc1
DFT total energy = -34322.547 eV

How do the records compare in LUMO? In the order shown, they have 0.67; 0.68; -0.23; 0.74 eV.